Record 1
Molecular formula: C14H6IrN2O9
Method: DFT, ωB97M-V with the def2-TZVPD basis set

LUMO energy (spin up / spin down), Eh: -0.122 / -0.133
Spin multiplicity: 2
E_tot, hartree: -1428.082872
Total charge: 0
Energy above the lowest of the compared OMol25 structures with the same formula, charge and spin, eV: 0.7506

Element x y z (Å)
Ir (0.685, 0.571, 0.727)
O (0.216, -4.887, 3.370)
C (0.348, -3.717, 2.758)
C (1.334, -3.472, 1.786)
C (1.392, -2.222, 1.236)
N (0.545, -1.265, 1.602)
C (-0.421, -1.489, 2.494)
C (-0.563, -2.703, 3.102)
C (-1.308, -0.285, 2.649)
O (-2.207, -0.247, 3.435)
O (-0.978, 0.676, 1.789)
C (2.312, -1.757, 0.142)
O (3.187, -2.448, -0.291)
O (1.994, -0.537, -0.272)
H (0.887, -5.518, 3.082)
H (2.035, -4.229, 1.456)
H (-1.355, -2.869, 3.819)
O (-1.325, 4.428, -4.540)
C (-1.723, 3.268, -4.418)
O (-2.468, 2.499, -5.031)
C (-1.116, 2.575, -3.119)
C (-1.452, 1.261, -2.811)
C (-0.926, 0.667, -1.685)
N (-0.094, 1.356, -0.896)
C (0.244, 2.629, -1.177)
C (-0.247, 3.275, -2.281)
C (1.168, 3.199, -0.183)
O (1.619, 4.298, -0.193)
O (1.453, 2.277, 0.787)
H (-2.125, 0.718, -3.460)
H (-1.149, -0.350, -1.391)
H (0.039, 4.298, -2.486)

Record 2
Molecular formula: C14H7Cl2F5GaNO4Te
Method: DFT, ωB97M-V with the def2-TZVPD basis set

LUMO energy (spin up / spin down), Eh: 0.131 / 0.131
Spin multiplicity: 1
E_tot, hartree: -4505.829662
Total charge: -2
Energy above the lowest of the compared OMol25 structures with the same formula, charge and spin, eV: 3.4563

Element x y z (Å)
Ga (-0.882, 0.653, -0.745)
Cl (1.954, 4.089, 5.290)
C (1.448, 3.046, 3.997)
C (1.875, 1.726, 3.969)
C (1.483, 0.877, 2.944)
Cl (2.108, -0.742, 3.053)
C (0.629, 1.305, 1.876)
O (0.207, 0.586, 0.875)
C (0.240, 2.674, 1.982)
C (-0.622, 3.179, 0.929)
O (-0.977, 2.455, 0.019)
C (0.630, 3.532, 3.007)
H (2.522, 1.349, 4.750)
H (-0.935, 4.234, 0.987)
H (0.293, 4.561, 3.020)
N (1.734, -6.414, -0.245)
C (1.335, -5.335, -0.320)
C (0.839, -3.991, -0.413)
C (0.743, -3.204, 0.725)
C (0.264, -1.899, 0.643)
C (-0.137, -1.342, -0.590)
C (-0.030, -2.170, -1.736)
C (0.452, -3.472, -1.643)
H (1.041, -3.603, 1.691)
H (0.193, -1.315, 1.530)
H (-0.325, -1.782, -2.694)
H (0.523, -4.079, -2.540)
F (-2.597, -1.334, -4.709)
Te (-2.111, 0.493, -4.054)
F (-1.572, 2.405, -3.610)
F (-3.968, 0.748, -3.352)
F (-2.689, 1.248, -5.832)
F (-0.253, 0.234, -4.773)
O (-1.547, -0.369, -2.289)
O (-1.867, 1.656, -1.742)

Record 3
Molecular formula: C14H7Cl2NO3
Method: DFT, ωB97M-V with the def2-TZVPD basis set

LUMO energy, Eh: -0.029
Spin multiplicity: 1
E_tot, hartree: -1738.602304
Total charge: 0
Energy above the lowest of the compared OMol25 structures with the same formula, charge and spin, eV: 0.0000

Element x y z (Å)
O (4.204, 4.160, -0.912)
C (3.214, 3.643, -1.369)
O (2.841, 3.855, -2.675)
C (2.428, 2.655, -0.591)
C (2.581, 2.578, 0.807)
C (1.829, 1.636, 1.535)
C (0.970, 0.762, 0.901)
N (0.110, -0.185, 1.323)
C (-0.544, -0.633, 0.262)
C (-1.521, -1.714, 0.313)
C (-1.875, -2.256, 1.542)
C (-2.829, -3.276, 1.631)
Cl (-3.146, -3.802, 3.269)
C (-3.454, -3.802, 0.479)
C (-3.134, -3.224, -0.741)
Cl (-3.911, -3.748, -2.200)
C (-2.197, -2.205, -0.831)
O (-0.159, -0.029, -0.880)
C (0.775, 0.899, -0.493)
C (1.487, 1.785, -1.221)
H (3.432, 4.594, -2.980)
H (3.227, 3.270, 1.310)
H (1.913, 1.513, 2.609)
H (-1.361, -1.949, 2.456)
H (-4.217, -4.583, 0.560)
H (-2.029, -1.756, -1.801)
H (1.366, 1.812, -2.302)